Entry 1:
{"formula": "C28H52Cl2GeNO5PPtSi3", "method": "ωB97M-V/def2-TZVPD", "spin_multiplicity": 6, "e_tot_ha": -5855.33877, "e_above_lowest_kcal_mol": 10.5, "total_charge": 1, "orbital_gap_ev": [6.21, 5.71], "s_squared": 8.80, "homo_energy_ev": [-8.70, -10.53], "symbols": ["Pt", "Cl", "C", "C", "C", "Cl", "C", "O", "C", "C", "O", "C", "H", "H", "H", "C", "C", "C", "N", "C", "C", "H", "H", "H", "H", "H", "C", "C", "O", "P", "O", "C", "C", "O", "C", "C", "H", "H", "H", "H", "H", "H", "H", "H", "H", "H", "H", "H", "H", "H", "H", "C", "H", "H", "C", "Si", "C", "C", "Ge", "Si", "C", "C", "C", "Si", "C", "C", "C", "H", "H", "H", "H", "H", "H", "H", "H", "H", "H", "H", "H", "H", "H", "H", "H", "H", "H", "H", "H", "H", "H", "H", "H", "H", "H", "H"], "xyz": [[-0.925, -0.707, -0.064], [3.690, -5.245, -3.661], [3.263, -3.744, -2.900], [3.426, -2.559, -3.615], [3.088, -1.365, -2.995], [3.350, 0.119, -3.853], [2.578, -1.318, -1.702], [2.304, -0.125, -1.147], [2.402, -2.535, -0.986], [1.884, -2.585, 0.321], [1.478, -1.537, 1.056], [2.773, -3.746, -1.619], [3.818, -2.563, -4.621], [1.811, -3.545, 0.822], [2.665, -4.680, -1.079], [-4.202, 2.966, 0.221], [-4.419, 1.798, 0.936], [-3.394, 0.878, 1.030], [-2.198, 1.077, 0.464], [-1.979, 2.221, -0.196], [-2.956, 3.187, -0.343], [-4.993, 3.697, 0.107], [-5.367, 1.600, 1.418], [-3.516, -0.051, 1.575], [-0.988, 2.356, -0.615], [-2.735, 4.097, -0.885], [-4.758, 0.072, -3.314], [-3.619, -0.506, -2.513], [-2.467, 0.348, -2.691], [-1.008, -0.172, -2.303], [-0.130, 1.048, -2.733], [-0.205, 1.684, -4.049], [-1.075, 2.915, -3.991], [-0.724, -1.328, -3.337], [-0.415, -2.710, -2.992], [-1.370, -3.634, -3.702], [-5.652, -0.537, -3.180], [-4.508, 0.095, -4.375], [-4.977, 1.091, -2.988], [-3.378, -1.516, -2.849], [-3.860, -0.546, -1.449], [-0.561, 0.953, -4.775], [0.823, 1.935, -4.286], [-2.107, 2.661, -3.754], [-1.051, 3.414, -4.961], [-0.697, 3.613, -3.241], [-0.466, -2.830, -1.908], [0.610, -2.884, -3.308], [-2.392, -3.522, -3.337], [-1.059, -4.667, -3.533], [-1.360, -3.444, -4.775], [-1.659, -2.325, 1.039], [-1.097, -3.180, 0.649], [-2.723, -2.483, 0.857], [4.944, 1.542, 0.435], [4.059, 0.288, 1.465], [3.796, 0.793, 3.229], [4.771, -1.401, 1.283], [1.659, 0.290, 0.521], [-1.294, -2.063, 2.895], [-0.240, -3.491, 3.451], [-0.492, -0.438, 3.367], [-2.946, -2.135, 3.761], [0.586, 3.240, 2.643], [1.068, 4.138, 1.050], [-1.231, 3.534, 3.041], [1.622, 3.867, 4.073], [5.966, 1.657, 0.814], [4.458, 2.519, 0.462], [4.999, 1.212, -0.605], [4.745, 1.093, 3.686], [3.387, -0.038, 3.810], [3.100, 1.630, 3.296], [5.817, -1.361, 1.605], [4.747, -1.740, 0.246], [4.241, -2.131, 1.897], [0.166, -3.296, 4.448], [0.599, -3.663, 2.774], [-0.832, -4.408, 3.502], [0.595, -0.544, 3.400], [-0.835, -0.127, 4.358], [-0.728, 0.372, 2.670], [-3.513, -3.027, 3.482], [-3.568, -1.258, 3.556], [-2.780, -2.170, 4.842], [1.383, 3.464, 0.248], [1.894, 4.827, 1.242], [0.222, 4.724, 0.676], [-1.784, 3.845, 2.152], [-1.312, 4.331, 3.786], [-1.725, 2.649, 3.452], [2.672, 3.984, 3.796], [1.570, 3.206, 4.941], [1.241, 4.848, 4.377]]}

***

Entry 2:
{"formula": "C28H52Cl2GeNO5PPtSi3", "method": "ωB97M-V/def2-TZVPD", "spin_multiplicity": 6, "e_tot_ha": -5855.21428, "e_above_lowest_kcal_mol": 88.6, "total_charge": 1, "orbital_gap_ev": [6.48, 5.69], "s_squared": 8.78, "homo_energy_ev": [-8.18, -10.47], "symbols": ["Pt", "Cl", "C", "C", "C", "Cl", "C", "O", "C", "C", "O", "C", "H", "H", "H", "C", "C", "C", "N", "C", "C", "H", "H", "H", "H", "H", "C", "C", "O", "P", "O", "C", "C", "O", "C", "C", "H", "H", "H", "H", "H", "H", "H", "H", "H", "H", "H", "H", "H", "H", "H", "C", "H", "H", "C", "Si", "C", "C", "Ge", "Si", "C", "C", "C", "Si", "C", "C", "C", "H", "H", "H", "H", "H", "H", "H", "H", "H", "H", "H", "H", "H", "H", "H", "H", "H", "H", "H", "H", "H", "H", "H", "H", "H", "H", "H"], "xyz": [[0.521, -0.345, -0.753], [4.386, -6.675, -1.262], [3.235, -5.408, -1.300], [2.249, -5.415, -2.258], [1.345, -4.356, -2.241], [0.112, -4.322, -3.423], [1.393, -3.284, -1.294], [0.520, -2.374, -1.371], [2.458, -3.324, -0.281], [2.587, -2.392, 0.772], [1.852, -1.316, 0.915], [3.342, -4.390, -0.324], [2.178, -6.199, -2.995], [3.327, -2.598, 1.544], [4.137, -4.465, 0.407], [-1.221, -0.943, -5.553], [-0.116, -0.144, -5.306], [0.160, 0.220, -3.998], [-0.597, -0.157, -2.967], [-1.650, -0.938, -3.209], [-2.002, -1.352, -4.482], [-1.466, -1.248, -6.562], [0.524, 0.191, -6.110], [1.020, 0.834, -3.755], [-2.227, -1.234, -2.341], [-2.867, -1.985, -4.627], [-4.087, 4.595, -0.118], [-3.404, 3.365, 0.433], [-2.064, 3.247, -0.101], [-1.841, 2.202, -1.313], [-0.123, 2.506, -1.376], [0.469, 3.814, -1.714], [0.570, 4.747, -0.529], [-2.222, 3.137, -2.573], [-2.715, 2.513, -3.790], [-1.881, 2.980, -4.956], [-5.088, 4.686, 0.306], [-4.174, 4.539, -1.203], [-3.522, 5.491, 0.137], [-3.971, 2.456, 0.202], [-3.290, 3.423, 1.513], [-0.148, 4.215, -2.512], [1.449, 3.557, -2.112], [-0.407, 5.107, -0.220], [1.186, 5.601, -0.814], [1.057, 4.256, 0.315], [-3.757, 2.810, -3.899], [-2.672, 1.426, -3.689], [-1.890, 4.068, -5.025], [-2.282, 2.574, -5.886], [-0.849, 2.639, -4.854], [0.679, 1.633, -0.369], [1.694, 1.999, -0.537], [0.345, 2.013, 0.597], [2.356, 1.129, 5.127], [2.569, 0.848, 3.287], [2.742, 2.489, 2.399], [4.129, -0.151, 2.997], [0.754, -0.445, 2.339], [-1.164, 1.325, 4.067], [-2.685, 0.690, 3.162], [-0.745, 3.054, 3.462], [-1.423, 1.331, 5.921], [-0.321, -2.444, 3.198], [-0.962, -2.208, 4.945], [-1.703, -2.883, 2.022], [0.924, -3.846, 3.219], [3.284, 1.543, 5.534], [2.145, 0.195, 5.654], [1.554, 1.833, 5.354], [3.487, 3.096, 2.921], [1.810, 3.056, 2.362], [3.092, 2.337, 1.376], [4.990, 0.438, 3.328], [4.268, -0.385, 1.940], [4.127, -1.083, 3.566], [-2.481, 0.499, 2.106], [-3.480, 1.441, 3.229], [-3.067, -0.226, 3.613], [-0.609, 3.087, 2.376], [0.148, 3.454, 3.943], [-1.580, 3.719, 3.714], [-1.552, 0.332, 6.336], [-2.331, 1.906, 6.139], [-0.595, 1.814, 6.441], [-1.797, -1.510, 4.986], [-0.183, -1.850, 5.622], [-1.322, -3.170, 5.324], [-2.519, -2.161, 2.059], [-2.106, -3.866, 2.283], [-1.338, -2.925, 0.993], [1.778, -3.633, 3.865], [1.293, -4.095, 2.224], [0.421, -4.734, 3.616]]}